DFT (wB97M-V/def2-TZVPD) results for 2 unconnected molecules or ions with the total composition C4H10S.

Geometry (Å):
C 1.04 -1.04 0.70
C -0.50 -0.81 0.41
C -0.79 -0.08 -0.92
C -0.35 1.31 -0.97
S 1.54 1.69 2.11
H 1.60 -1.45 -0.06
H 1.35 -0.03 1.07
H 1.19 -1.64 1.65
H -0.94 -0.28 1.22
H -0.99 -1.85 0.50
H -1.94 -0.30 -0.97
H -0.38 -0.67 -1.80
H -0.82 1.83 -1.87
H 0.71 1.55 -0.94
H -0.73 1.76 -0.13

Summary:
Kohn-Sham gap (spin up / spin down)   6.861 / 6.421 eV
2S+1   2
Lowest unoccupied orbital energy (spin up / spin down)   4.00 / 3.99 eV
HOMO level (spin up / spin down)   -2.86 / -2.44 eV
Energy above the lowest of the compared OMol25 structures with the same formula, charge and spin   15.1 kcal per mole
Net charge   -1
Max |F|   4.46 eV Å⁻¹
Energy   -556.5401 a.u.


DFT (wB97M-V/def2-TZVPD) results for 2 unconnected molecules or ions with the total composition C19H24N4O3.

Geometry (Å):
C -6.61 1.81 -0.18
C -5.38 0.93 0.13
N -4.34 1.48 0.77
N -3.62 0.31 0.98
C -4.12 -0.97 0.32
C -5.43 -0.55 -0.05
N -6.36 -1.43 -0.61
O -6.01 -2.47 -1.00
O -7.33 -0.78 -1.33
C -3.37 -2.13 0.55
H -4.05 -2.66 0.09
H -3.36 -2.26 1.50
H -2.42 -2.18 -0.03
C -2.40 0.64 1.71
C -1.28 0.49 0.56
C -1.38 1.29 -0.31
C -0.25 1.10 -1.32
C 0.75 0.34 -1.10
C 0.94 -0.30 -0.11
C -0.23 -0.31 0.99
H -0.22 -1.01 1.65
C 1.80 -1.33 0.30
O 1.65 -2.50 0.14
N 3.10 -0.91 0.55
C 3.54 0.59 0.27
H 2.73 1.08 0.46
C 4.54 0.64 -0.60
C 4.98 2.44 -0.47
H 5.34 2.41 0.63
H 4.11 2.89 -0.43
H 5.65 2.67 -1.28
C 5.71 -0.14 -0.66
C 5.32 -1.53 -0.61
C 4.25 -2.01 0.44
H 3.84 -2.96 0.36
H 4.79 -1.58 1.49
H 6.18 -2.23 -0.71
H 4.83 -1.73 -1.34
H 6.42 0.17 -1.32
H 6.15 0.17 0.51
H 4.12 0.61 -1.40
H 3.88 0.63 1.72
H 1.47 0.30 -1.88
H -0.37 1.74 -2.22
H -2.25 2.05 -0.66
H -2.32 1.47 2.13
H -2.20 -0.32 2.49
H -6.64 1.66 -1.31
H -7.56 1.53 0.06
H -6.60 2.89 0.13

Summary:
Kohn-Sham gap   7.611 eV
Lowest unoccupied orbital energy   -0.95 eV
HOMO level   -8.56 eV
Energy above the lowest of the compared OMol25 structures with the same formula, charge and spin   576.8 kcal per mole
Net charge   0
Max |F|   19.09 eV Å⁻¹
Energy   -1182.3433 a.u.


DFT (wB97M-V/def2-TZVPD) results for 2 unconnected molecules or ions with the total composition C4H14NS2.

Geometry (Å):
C -0.53 1.27 2.65
C -0.23 1.84 1.26
N 0.84 0.99 0.61
H -1.26 1.94 3.14
H -0.98 0.23 2.57
H 0.39 1.25 3.23
H -1.10 1.79 0.60
H 0.16 2.85 1.31
H 1.67 0.90 1.16
H 1.07 1.32 -0.31
H 0.47 0.03 0.52
C 0.24 -0.47 -2.85
C 0.26 -1.53 -1.73
S -1.16 -1.29 -0.59
S -0.73 -2.69 0.90
H 0.24 0.54 -2.42
H -0.67 -0.58 -3.50
H 1.15 -0.55 -3.47
H 1.16 -1.47 -1.15
H 0.21 -2.55 -2.15
H -1.20 -3.79 0.24

Summary:
Kohn-Sham gap   9.648 eV
Lowest unoccupied orbital energy   -3.27 eV
HOMO level   -12.92 eV
Energy above the lowest of the compared OMol25 structures with the same formula, charge and spin   6.0 kcal per mole
Net charge   +1
Max |F|   1.49 eV Å⁻¹
Energy   -1011.6888 a.u.